ORCA calculation (ωB97M-V/def2-TZVPD) on a cluster of 2 separate species, C5H7Cl2N3PS in total.

As for the charge: +1. For the lowest unoccupied orbital energy (alpha / beta), the calculation gives -7.6 / -7.6 eV. The orbital gap (alpha / beta) is 3.888 / 3.853 eV. The calculation puts the highest occupied orbital energy (alpha / beta) at -11.467 / -11.449 eV. The calculation puts the energy above the lowest of the compared OMol25 structures with the same formula, charge and spin at 2.495 eV.

The geometry in XYZ format:
```
19
Properties=species:S:1:pos:R:3:forces:R:3
Cl -5.87790 -0.99866 -1.64002 0.3 -0.4 0.2
Cl -5.53261 -0.78234 1.53368 -0.2 -0.7 0.5
S -4.18617 1.57469 -0.36371 -0.6 -2.0 -0.1
P -4.82572 -0.24445 -0.16972 0.7 3.2 -0.5
N -0.20410 -1.89572 0.52944 -2.2 -0.2 2.2
N -1.86348 -0.44451 1.38176 -3.5 0.6 1.6
N -0.24860 0.37259 0.09102 -0.4 2.8 -0.6
C -0.84381 -0.67951 0.70554 2.7 -2.0 -0.6
C 1.28177 -1.01590 -1.02911 2.0 3.0 -2.3
C -0.77957 1.74231 0.30185 -1.2 1.7 -0.2
C 0.80817 -2.04417 -0.21846 0.1 -0.9 -2.9
C 0.73056 0.23037 -0.79783 1.2 -1.2 -0.2
H -1.78935 1.60276 0.86495 2.6 0.6 -0.1
H -2.21391 -1.12285 2.03929 0.4 -0.6 -0.3
H 0.04402 2.52361 0.63175 -1.8 -2.0 0.1
H 1.06743 1.16534 -1.22350 0.1 -0.2 -0.4
H 2.06902 -1.01208 -1.89748 -1.5 -0.7 2.1
H -1.17069 2.22235 -0.64085 0.8 -0.9 0.3
H 1.06151 -3.05396 -0.54685 0.5 -0.1 1.0
```
Forces are in eV/Å.

=====

ORCA calculation (ωB97M-V/def2-TZVPD) on a structure of composition C20H58BF3Na2O18.

As for the charge: +1. For the lowest unoccupied orbital energy (alpha / beta), the calculation gives -2.5 / -7.5 eV. The orbital gap (alpha / beta) is 8.880 / 3.915 eV. The calculation puts the highest occupied orbital energy (alpha / beta) at -11.378 / -11.378 eV. The spin multiplicity is 2.

The geometry in XYZ format:
```
102
Properties=species:S:1:pos:R:3:forces:R:3
Na 2.08530 2.26811 -3.38134 0.0 0.2 -0.2
Na 4.43076 -0.43562 -2.99267 0.4 -0.3 0.2
F -0.08342 -2.23667 -2.65353 0.0 1.2 -1.8
F 0.26536 -2.76548 -0.72365 -1.5 2.3 0.9
F -1.66482 -1.53873 -1.36686 2.9 -0.2 0.7
O 1.87560 -0.16655 -1.76618 -3.9 -0.7 0.6
O -0.31405 2.86894 7.34499 -1.7 0.3 0.3
O -0.86492 4.49824 -1.18218 -0.9 -1.9 0.5
O -6.99813 2.94755 0.94875 0.9 0.0 0.7
O -4.66459 2.41477 -0.90485 -0.7 -0.5 0.0
O 3.86629 2.46940 3.74356 0.0 1.0 -1.5
O 1.16033 -4.35418 5.31070 0.4 1.6 2.6
O 3.58685 -2.44416 -1.53412 1.3 0.6 0.3
O 0.19599 -0.28308 5.39758 0.7 0.5 -0.2
O 3.26852 0.82079 1.11579 1.0 -0.5 -2.3
O 0.58699 0.59528 -4.62374 0.8 1.2 1.0
O -0.12418 0.45705 -7.54942 -0.1 0.1 -0.9
O 2.18585 -2.99673 2.96457 -0.1 1.3 0.7
O 5.09181 -4.42521 0.27663 1.3 -0.1 0.2
O -4.92965 -2.50118 -4.78281 -0.4 -0.4 -1.1
O -4.66045 -5.49882 -3.58822 -0.1 -0.9 0.7
O 1.83274 2.81125 -1.00304 -0.6 0.9 -0.5
O 0.44744 0.29581 -0.01807 1.0 -0.7 0.3
C 0.58940 -4.42379 4.06298 0.5 0.1 -1.7
C 0.05645 1.53624 7.16034 2.3 -0.9 -1.9
C -0.43355 -0.11170 -5.25404 -2.5 -0.3 -0.4
C 0.44441 4.96535 -1.00170 0.9 0.5 -1.0
C -4.05753 -3.22724 -3.96569 0.5 1.7 3.0
C 3.48910 -2.64923 -0.09796 -1.3 -1.6 0.8
C -1.02655 0.68222 -6.50627 1.2 -1.4 1.3
C -0.71227 1.11780 1.94065 1.0 -0.1 -0.7
C 2.72652 1.89342 3.08351 0.7 -2.5 2.8
C 0.51505 -0.28043 -1.28664 0.3 -0.1 0.6
C 3.73501 -4.14542 0.31653 -0.7 0.1 -1.0
C 2.99356 0.46700 2.42542 -1.5 2.6 0.6
C 1.51042 4.04227 -0.27546 -1.1 -0.1 0.3
C -5.16612 3.68270 -0.49219 1.4 0.9 0.1
C -0.45402 0.90627 5.80186 -1.2 1.0 1.1
C -0.27684 -1.70623 -1.46998 0.6 -2.2 0.3
C -0.81570 0.34184 0.62628 -1.2 -0.1 1.9
C -4.73048 -4.22195 -2.97447 0.5 -0.3 -2.7
C 0.81297 -3.15271 3.16918 -1.7 -2.5 -0.6
C -5.89116 3.84928 0.85462 -0.7 -1.0 -1.6
B 3.85365 1.11822 -4.78112 0.2 0.2 -0.3
H 2.04685 -0.07319 2.43103 0.0 -0.3 0.4
H -1.52662 0.72105 5.74429 -0.3 0.0 0.7
H -1.71024 1.32604 2.32639 0.2 0.3 -0.1
H 4.18381 -2.10062 0.53805 0.4 0.5 -0.9
H -6.57698 2.26518 1.47658 -0.9 -0.7 0.0
H 3.31442 -4.87115 -0.37953 -0.4 0.4 -0.4
H 0.17799 -2.31764 3.46511 0.8 0.7 0.8
H -6.30827 4.84920 0.97416 0.5 0.2 -0.1
H -2.02998 0.33314 -6.74993 0.3 -0.5 -0.2
H 1.80102 -5.05201 5.46612 -0.2 0.1 -0.2
H -1.24428 -0.38180 -4.57739 -0.5 0.8 0.6
H -5.14254 3.61269 1.61072 -0.1 0.3 0.4
H -3.64073 -2.49459 -3.27460 0.4 0.5 0.3
H -0.36137 1.71225 5.07392 0.7 -0.3 -0.4
H -0.07239 -1.13168 -5.38560 0.2 0.1 -1.5
H 0.04949 0.84358 8.00192 -0.9 0.1 0.3
H -0.16341 0.56778 2.70505 0.0 -0.2 0.0
H 2.47874 4.48809 -0.04807 -0.2 0.7 -0.6
H -0.02088 -1.00332 5.99409 -0.1 0.0 0.2
H -1.59605 0.82477 0.03812 0.2 -0.1 -0.6
H 2.37457 -2.65038 3.83981 1.3 0.1 0.2
H 1.54743 2.03852 -0.51002 -0.1 0.1 0.4
H 0.69319 0.89984 -7.30976 0.2 0.0 -0.1
H -5.31962 -1.78597 -4.27486 0.0 -0.1 0.0
H 2.50559 -2.33699 0.25321 -0.2 -0.1 -0.1
H -4.21525 -4.26816 -2.01504 -0.1 0.0 -0.1
H 3.14652 0.40535 -4.38612 -3.1 -2.8 2.0
H 1.11975 1.67219 6.96284 0.6 -0.9 -0.2
H 4.64082 0.54479 -5.24564 3.1 -2.0 -1.6
H -1.15702 1.75419 -6.35809 0.2 0.1 0.7
H -4.07081 1.98206 -0.28695 -0.1 0.4 0.4
H -1.48676 5.21781 -1.05126 0.1 -0.1 0.1
H 4.28845 1.92742 4.41411 -0.5 -0.4 -0.1
H -0.10527 1.98514 1.68109 -0.4 0.6 0.5
H 5.46032 -4.18907 1.13106 0.3 0.0 0.0
H 3.78043 -0.11664 2.90321 0.1 0.1 0.0
H 3.32150 -4.44988 1.27799 -0.3 0.8 0.2
H -3.14209 -3.54481 -4.46490 -0.6 -0.8 -0.5
H -4.29426 4.31647 -0.33006 0.3 0.5 -0.2
H -1.15614 -0.63792 0.96134 0.1 -0.4 -0.8
H -5.63376 4.06493 -1.39957 -0.6 0.0 0.4
H 0.24093 5.95580 -0.59462 1.5 0.1 0.7
H 1.13292 3.82388 0.72349 -0.3 -0.5 0.0
H 2.03154 1.71110 3.90317 -0.7 0.0 0.0
H 0.36086 -3.36066 2.19940 0.1 -0.5 -0.3
H 2.24730 2.57606 2.38176 0.7 0.0 0.0
H 1.21644 -5.22577 3.67345 -1.1 -0.3 -1.5
H 0.03386 3.14435 8.19629 -0.1 0.2 0.0
H -0.24914 0.31065 -1.79134 0.5 0.6 -1.8
H 4.24739 1.82344 -4.06567 1.6 2.6 3.2
H 0.78440 5.11499 -2.02645 0.7 0.2 -0.1
H 2.75822 -2.25480 -1.98034 -0.5 -0.4 0.7
H -5.77552 -3.92531 -2.88500 0.0 0.2 0.5
H -5.29522 -5.54827 -4.30670 -0.1 0.1 0.0
H -0.48331 -4.60615 4.12739 0.0 -0.4 -0.1
H 3.32051 1.66396 -5.54412 -2.0 2.0 -2.8
H 1.10936 -0.04465 -4.13464 0.3 -0.1 -0.3
H 2.62536 0.41006 0.53334 0.1 -0.2 0.0
```
Forces are in eV/Å.

=====

ORCA calculation (ωB97M-V/def2-TZVPD) on an isolated molecule of C2Cl2OS.

As for the charge: 0. For the lowest unoccupied orbital energy, the calculation gives -1.0 eV. The orbital gap is 8.018 eV. The calculation puts the highest occupied orbital energy at -9.043 eV.

The geometry in XYZ format:
```
6
Properties=species:S:1:pos:R:3:forces:R:3
Cl -1.41058 1.09287 1.30472 -1.8 -0.6 0.3
Cl -0.93305 -2.51488 -1.01470 -0.6 -0.3 0.1
S 0.93781 -0.26374 -0.58073 0.7 0.6 0.0
O 0.79325 2.15531 0.87174 0.8 0.2 -0.8
C 0.53305 -1.75270 -1.13484 0.0 1.2 0.5
C 0.07951 1.28314 0.55380 1.0 -1.2 -0.2
```
Forces are in eV/Å.

=====

ORCA calculation (ωB97M-V/def2-TZVPD) on a structure of composition C31H27IN5O2PtS.

As for the charge: +3. For the lowest unoccupied orbital energy (alpha / beta), the calculation gives -10.3 / -10.3 eV. The orbital gap (alpha / beta) is 4.796 / 4.790 eV. The calculation puts the highest occupied orbital energy (alpha / beta) at -15.060 / -15.047 eV. The calculation puts the energy above the lowest of the compared OMol25 structures with the same formula, charge and spin at 5.997 eV.

The geometry in XYZ format:
```
68
Properties=species:S:1:pos:R:3:forces:R:3
Pt -0.87961 0.36303 0.12584 -1.6 -0.3 -0.5
I -1.60128 1.91761 -2.09999 -0.2 0.1 0.9
S -1.34522 -1.91042 1.37747 0.6 -0.2 0.4
O 4.02693 -1.77582 -4.46955 0.1 0.3 0.3
O 2.60547 5.81039 -1.26928 -0.4 0.2 0.3
N 0.83501 -1.05820 -0.74152 0.7 0.4 -2.6
N -0.59473 -4.39950 1.66299 -1.3 0.8 0.2
N 1.11850 1.43422 0.26252 -0.6 -0.3 -0.2
N -2.76185 -4.32712 1.95772 1.1 0.4 -0.2
N 0.31451 -2.40168 1.19734 0.0 0.5 0.0
C 0.39266 -2.14130 -1.52083 0.1 0.4 0.3
C -2.22651 3.27511 -0.56084 0.1 0.7 -0.4
C -2.88646 5.48656 0.07992 -0.3 0.0 0.8
C -1.67669 -3.59314 1.72802 -0.2 -0.2 -0.4
C -3.15624 3.65046 1.64089 0.1 -0.3 -0.2
C 2.34752 -0.55741 -2.58869 -0.1 0.5 0.6
C -2.31000 1.41386 1.11150 0.6 0.2 0.4
C 0.58076 -3.73752 1.36584 2.2 -0.8 -0.3
C 0.90853 -2.46223 -2.72510 0.1 0.3 -0.4
C 2.57909 3.47202 -0.89380 -0.4 0.7 0.5
C -3.57991 3.15412 2.89044 0.0 -0.6 0.3
C -2.35346 -5.63365 2.06116 0.7 -0.6 0.0
C 1.73113 -0.15771 -1.40639 -0.7 -1.5 -0.4
C -2.55557 2.74982 0.70547 0.1 0.0 0.0
C 1.27892 -1.48493 0.67350 0.4 0.0 2.2
C -3.41211 1.82893 3.22778 -0.5 1.0 -0.1
C -2.36699 4.60904 -0.87651 0.3 -0.9 -0.3
C 2.63535 2.18871 -1.41037 -0.4 -1.1 0.1
C 2.89314 -3.37182 0.92195 -0.1 0.8 -0.2
C 2.69405 -2.18475 -4.48990 0.0 -0.3 -0.4
C 1.83369 -4.26169 1.25660 -1.3 0.0 0.2
C 1.99967 -1.72448 -3.24627 -0.3 -0.5 0.1
C -4.10450 -3.83353 2.10461 -1.0 0.3 0.3
C 3.28206 4.62302 -1.55441 0.8 0.0 -0.4
C 1.85838 1.16298 -0.84259 0.7 1.9 0.9
C -3.29551 5.01335 1.30701 0.2 0.3 -0.6
C -2.79772 0.95931 2.32611 0.6 -0.4 -0.9
C -1.00637 -5.68935 1.87675 -0.5 -0.5 0.1
C 1.82948 3.70030 0.26906 0.5 -0.1 -0.7
C 1.12732 2.64763 0.80879 0.1 -0.2 0.3
C 2.64847 -2.07349 0.65749 -0.1 -0.5 0.0
H 3.90195 -3.75106 0.89795 0.1 0.0 0.0
H -2.70945 -0.08577 2.59427 0.2 0.1 0.2
H 4.31759 4.65855 -1.17246 -0.1 -0.1 -0.1
H -0.34138 -6.52850 1.87113 0.1 -0.1 0.0
H -4.21364 -2.90098 1.55251 0.0 -0.1 -0.1
H 2.15785 -1.75354 -5.35676 -0.1 -0.1 0.2
H -4.32804 -3.65532 3.15693 0.1 0.0 0.0
H 1.27531 -0.55285 1.27541 -0.1 -0.5 -0.6
H -3.74257 1.46623 4.18905 -0.1 -0.1 0.0
H -4.07369 3.82960 3.57280 0.1 0.1 0.1
H 3.10352 0.06549 -3.03695 0.1 0.1 0.0
H 0.50220 -3.29384 -3.27947 0.0 -0.1 0.0
H -3.03930 -6.43635 2.24792 -0.2 -0.1 0.1
H -4.81344 -4.56800 1.72649 0.1 0.1 -0.1
H -2.98601 6.53488 -0.15880 0.0 0.0 0.0
H 2.02931 -5.29980 1.46199 -0.1 -0.2 0.0
H 3.04626 6.57164 -1.67030 0.0 -0.2 0.1
H 3.35026 4.45772 -2.64035 0.0 -0.2 0.2
H 0.55211 2.75681 1.71890 -0.1 0.1 -0.1
H -2.08153 4.98783 -1.84766 -0.1 0.0 -0.1
H 3.25155 1.98272 -2.26915 0.1 0.1 -0.2
H 4.50208 -2.13118 -5.23150 -0.1 0.1 0.0
H 2.60664 -3.27851 -4.58569 -0.1 0.2 0.1
H 3.44250 -1.38168 0.42318 0.1 0.1 0.0
H 1.79906 4.68013 0.71664 -0.1 0.1 0.0
H -0.40313 -2.73920 -1.10030 0.2 0.0 0.2
H -3.71595 5.68424 2.04352 -0.1 0.0 0.0
```
Forces are in eV/Å.

=====

| no. | F_max (eV/A) |
| --- | --- |
| 1 | 4.28 |
| 2 | 4.61 |
| 3 | 1.95 |
| 4 | 2.77 |